1.
This record from OMol25 describes a molecular structure, C5H11N2O. The level of theory is the ωB97M-V functional and the def2-TZVPD basis.

XYZ file:
```
19
Properties=species:S:1:pos:R:3:nbo_charge:R:1
O -3.116 -1.364 -0.627 -0.52
C -3.509 -0.277 -0.074 0.23
C -2.573 0.704 0.386 -0.07
C -1.075 0.491 0.150 -0.47
C -0.696 -0.886 0.572 -0.63
N 4.210 -0.109 -0.333 -0.82
C 2.857 0.370 -0.010 0.13
N 1.670 0.516 -0.735 -0.66
H -4.577 -0.112 0.107 0.14
H -0.654 -1.023 1.667 0.19
H -2.938 1.387 1.213 0.19
H -0.898 0.483 -0.949 0.23
H -0.462 1.287 0.563 0.23
H 0.283 -1.151 0.121 0.22
H -1.431 -1.588 0.143 0.26
H 4.406 -1.007 -0.730 0.41
H 3.740 0.935 -0.784 0.43
H 2.870 0.848 1.005 0.19
H 1.892 0.495 -1.687 0.33
```

Summary:
* 2S+1: 2
* HOMO energy (alpha / beta): -8.965 / -9.281 eV
* E_LUMO (alpha / beta): 0.058 / -1.124 eV
* ⟨S²⟩: 0.770
* gap between HOMO and LUMO (alpha / beta): 9.0233 / 8.1571 eV
* ΔE to the lowest compared entry with this formula, charge and spin: 474.5 kJ/mol

---

2.
This record from OMol25 describes a single C7H14BClO2 molecule. The level of theory is the ωB97M-V functional and the def2-TZVPD basis.

XYZ file:
```
25
Properties=species:S:1:pos:R:3:nbo_charge:R:1
C 2.979 0.602 0.657 -0.59
C 2.242 0.312 -0.671 -0.80
B 0.757 -0.136 -0.434 1.00
C 0.394 -1.622 -0.858 -0.91
C -0.809 -2.249 -0.225 0.81
O -1.869 -2.465 -0.760 -0.59
O -0.585 -2.573 1.082 -0.71
C -0.317 0.837 0.207 -0.56
Cl 0.258 2.558 0.272 -0.09
C -1.704 0.845 -0.471 -0.42
C -2.811 1.292 0.481 -0.61
H 2.797 -0.172 1.407 0.20
H 2.699 1.571 1.071 0.22
H 4.056 0.636 0.473 0.21
H 2.786 -0.485 -1.191 0.21
H 2.261 1.203 -1.308 0.25
H 0.300 -1.696 -1.948 0.28
H 1.266 -2.232 -0.587 0.27
H -1.419 -2.479 1.564 0.50
H -0.434 0.564 1.265 0.25
H -1.642 1.570 -1.290 0.22
H -1.930 -0.118 -0.926 0.23
H -3.726 1.554 -0.056 0.22
H -2.490 2.175 1.042 0.21
H -3.060 0.508 1.203 0.20
```

Summary:
* 2S+1: 1
* HOMO energy: -10.283 eV
* E_LUMO: 0.508 eV
* gap between HOMO and LUMO: 10.7902 eV
* structure (SMILES): CCB(CC(=O)O)[C@@H](Cl)CC
* ΔE to the lowest compared entry with this formula, charge and spin: 0.0 kJ/mol

---

3.
This record from OMol25 describes 2 unconnected molecules or ions with the total composition C9H14N2O2. The level of theory is the ωB97M-V functional and the def2-TZVPD basis.

XYZ file:
```
27
Properties=species:S:1:pos:R:3:nbo_charge:R:1
C -1.937 -0.899 0.018 0.60
C -2.197 -0.254 1.329 -0.36
C -1.838 1.160 1.497 0.07
C -1.518 1.445 -0.958 0.80
C 1.673 -0.302 -1.355 -0.42
C 2.292 0.401 -0.209 -0.43
C 1.369 0.258 0.920 -0.38
C 0.683 -1.208 0.709 -0.40
C 1.211 -1.628 -0.791 -0.43
H -1.350 -0.289 -1.955 0.43
H -2.170 -0.791 2.277 0.25
H -1.996 1.647 2.501 0.24
H -1.278 2.996 0.118 0.44
H 0.771 0.242 -1.584 0.18
H 2.219 -0.053 -2.364 0.22
H 2.397 1.497 -0.284 0.21
H 3.022 -0.198 0.207 0.20
H 0.519 0.977 0.641 0.15
H 1.709 0.570 1.885 0.21
H -0.531 -1.111 0.785 0.24
H 1.247 -2.016 1.478 0.21
H 0.342 -1.993 -1.464 0.22
H 2.061 -2.352 -0.654 0.21
N -1.964 0.029 -1.083 -0.66
N -1.826 1.965 0.330 -0.65
O -1.746 -2.162 -0.065 -0.58
O -1.164 2.068 -1.928 -0.58
```

Summary:
* 2S+1: 1
* HOMO energy: -9.536 eV
* E_LUMO: -0.418 eV
* gap between HOMO and LUMO: 9.1186 eV
* structure (SMILES): O=c1cc[nH]c(=O)[nH]1.C1CCCC1
* ΔE to the lowest compared entry with this formula, charge and spin: 506.7 kJ/mol

---

4.
This record from OMol25 describes a molecular structure, C33H24Cl5IN3Ru. The level of theory is the ωB97M-V functional and the def2-TZVPD basis.

XYZ file:
```
67
Properties=species:S:1:pos:R:3:nbo_charge:R:1
Ru 0.548 -0.798 0.292 0.39
I 1.565 -0.947 2.932 0.35
C 1.638 1.132 2.911 -0.14
C 1.463 1.753 4.116 -0.24
C 1.103 3.115 4.167 -0.21
C 0.814 3.764 3.006 -0.17
C 0.991 3.131 1.751 -0.08
C 0.563 3.794 0.570 -0.15
C 0.675 3.192 -0.642 -0.22
C 1.383 1.977 -0.742 -0.15
C 1.890 1.312 0.354 -0.02
C 1.541 1.831 1.668 -0.08
H 1.526 1.182 5.033 0.23
H 0.980 3.605 5.124 0.22
H 0.434 4.779 3.021 0.22
H 0.121 4.780 0.662 0.22
H 0.316 3.677 -1.540 0.22
H 1.639 1.606 -1.725 0.25
C -1.877 -1.881 -4.684 -0.24
C -0.522 -1.816 -4.980 -0.20
C 0.404 -1.473 -4.006 -0.25
C -0.025 -1.186 -2.707 0.21
C -1.389 -1.253 -2.411 -0.27
C -2.303 -1.599 -3.393 -0.20
N 0.880 -0.863 -1.689 -0.30
N 2.121 -0.578 -2.129 -0.34
C 3.106 -0.350 -1.163 0.12
C 4.363 -0.881 -1.509 -0.20
C 5.439 -0.847 -0.652 -0.20
C 5.316 -0.226 0.593 -0.25
C 4.125 0.386 0.921 -0.14
C 3.012 0.346 0.072 -0.19
H -2.593 -2.156 -5.448 0.21
H -0.174 -2.043 -5.980 0.21
H 1.459 -1.429 -4.227 0.24
H -1.728 -1.047 -1.407 0.21
H -3.356 -1.654 -3.142 0.21
H 4.427 -1.372 -2.472 0.23
H 6.375 -1.305 -0.944 0.22
H 6.154 -0.184 1.276 0.21
H 4.058 0.944 1.847 0.20
Cl -2.891 -2.055 0.876 -0.01
C -1.575 -3.127 0.504 0.02
C -0.272 -2.655 0.342 -0.20
C 0.687 -3.631 0.146 0.00
Cl 2.326 -3.049 0.097 0.07
C 0.427 -4.987 0.031 -0.11
Cl 1.707 -6.109 -0.229 0.05
C -0.888 -5.418 0.135 -0.10
Cl -1.268 -7.092 -0.022 0.05
C -1.893 -4.484 0.386 -0.11
Cl -3.519 -5.030 0.545 0.05
C -2.805 3.224 0.858 -0.59
C -3.122 1.728 0.943 -0.15
C -4.118 1.321 -0.151 -0.59
C -3.663 1.368 2.331 -0.59
C -1.885 0.956 0.717 0.43
N -0.981 0.295 0.482 -0.30
H -3.725 3.786 1.024 0.22
H -2.406 3.487 -0.123 0.22
H -2.076 3.514 1.616 0.22
H -5.046 1.876 -0.006 0.22
H -4.338 0.255 -0.108 0.23
H -3.724 1.551 -1.142 0.22
H -4.592 1.915 2.498 0.22
H -2.953 1.641 3.113 0.22
H -3.869 0.301 2.409 0.23
```

Summary:
* 2S+1: 2
* HOMO energy (alpha / beta): -6.004 / -7.459 eV
* E_LUMO (alpha / beta): -0.567 / -0.641 eV
* ⟨S²⟩: 0.778
* gap between HOMO and LUMO (alpha / beta): 5.4369 / 6.8180 eV
* ΔE to the lowest compared entry with this formula, charge and spin: 0.0 kJ/mol

---

5.
This record from OMol25 describes 2 unconnected molecules or ions with the total composition CH4Cl2OSi. The level of theory is the ωB97M-V functional and the def2-TZVPD basis.

XYZ file:
```
9
Properties=species:S:1:pos:R:3:nbo_charge:R:1
C 1.122 0.192 -0.166 -1.09
O -1.813 1.065 -0.108 -0.56
Si -0.304 1.371 0.023 1.26
Cl -4.979 0.217 -0.245 -0.32
Cl 0.528 3.110 0.117 -0.32
H 1.661 0.368 -1.271 0.22
H 1.849 0.288 0.608 0.26
H 0.830 -0.825 -0.157 0.24
H -3.642 0.248 0.132 0.31
```

Summary:
* 2S+1: 3
* HOMO energy (alpha / beta): -5.780 / -11.356 eV
* E_LUMO (alpha / beta): -0.053 / -4.641 eV
* ⟨S²⟩: 2.005
* gap between HOMO and LUMO (alpha / beta): 5.7269 / 6.7147 eV
* ΔE to the lowest compared entry with this formula, charge and spin: 147.7 kJ/mol

---

6.
This record from OMol25 describes 8 unconnected molecules or ions with the total composition ClH14O7. The level of theory is the ωB97M-V functional and the def2-TZVPD basis.

XYZ file:
```
22
Properties=species:S:1:pos:R:3:nbo_charge:R:1
Cl 0.209 -0.260 0.213 -0.93
O -0.660 2.184 2.369 -0.97
H -0.027 1.524 2.049 0.49
H -1.507 1.717 2.343 0.48
O 1.284 3.064 -0.419 -0.95
H 2.011 2.642 0.048 0.47
H 0.545 2.452 -0.298 0.48
O 2.578 0.078 -2.320 -0.95
H 1.698 -0.012 -1.916 0.49
H 3.106 -0.590 -1.874 0.46
O -2.087 1.300 -1.396 -0.97
H -1.958 2.092 -0.863 0.46
H -1.445 0.655 -1.031 0.49
O -2.916 -0.175 1.821 -0.97
H -2.726 -0.964 2.337 0.46
H -2.260 -0.196 1.105 0.50
O 1.337 -2.686 1.926 -0.98
H 1.096 -1.930 1.338 0.50
H 0.514 -3.168 2.037 0.45
O 0.289 -2.436 -2.841 -0.95
H 0.289 -1.977 -1.988 0.49
H 0.629 -3.314 -2.640 0.46
```

Summary:
* charge: -1
* 2S+1: 1
* HOMO energy: -6.786 eV
* E_LUMO: 3.086 eV
* gap between HOMO and LUMO: 9.8716 eV
* ΔE to the lowest compared entry with this formula, charge and spin: 28.3 kJ/mol

---

7.
This record from OMol25 describes a single C4H5NO molecule. The level of theory is the ωB97M-V functional and the def2-TZVPD basis.

XYZ file:
```
11
Properties=species:S:1:pos:R:3:nbo_charge:R:1
C 0.333 -0.305 1.862 -0.42
N 0.045 0.282 0.571 -0.59
C -0.175 -0.481 -0.533 0.60
O -0.259 -1.696 -0.528 -0.58
C -0.308 0.304 -1.767 -0.13
C -0.392 0.915 -2.801 -0.16
H -0.194 0.237 2.652 0.20
H 1.408 -0.299 2.074 0.20
H -0.003 -1.342 1.842 0.24
H 0.174 1.272 0.441 0.40
H -0.463 1.447 -3.726 0.24
```

Summary:
* 2S+1: 1
* HOMO energy: -9.994 eV
* E_LUMO: 0.874 eV
* gap between HOMO and LUMO: 10.8684 eV
* structure (SMILES): C#CC(=O)NC
* ΔE to the lowest compared entry with this formula, charge and spin: 159.0 kJ/mol

---

8.
This record from OMol25 describes a molecular structure, C18H23O6PtSSi2. The level of theory is the ωB97M-V functional and the def2-TZVPD basis.

XYZ file:
```
51
Properties=species:S:1:pos:R:3:nbo_charge:R:1
Pt -1.066 0.013 -0.199 0.57
C -0.392 1.309 4.232 -0.69
C -0.390 0.557 2.929 0.43
O -0.538 1.219 1.863 -0.66
C -0.196 -0.865 2.947 0.24
C -0.082 -1.640 4.113 -0.36
C 0.049 -3.028 4.180 -0.11
C -0.074 -3.988 3.178 -0.33
C -0.403 -3.792 1.829 -0.29
C -0.497 -2.582 1.131 0.69
O -0.782 -2.454 -0.075 -0.65
H -0.506 2.366 4.008 0.23
H 0.546 1.143 4.768 0.21
H -1.225 0.976 4.853 0.24
H -0.095 -1.100 5.047 0.21
H 0.232 -3.421 5.175 0.19
H 0.028 -5.020 3.490 0.20
H -0.656 -4.659 1.235 0.22
O -3.148 -1.946 1.751 -0.93
S -2.859 -0.523 1.534 2.00
O -3.387 0.327 2.605 -0.94
O -3.315 -0.057 0.172 -0.97
O -0.021 -1.386 1.693 -0.56
C 2.087 -1.541 -0.819 -1.12
Si 1.237 0.145 -0.556 1.35
C 2.231 1.018 0.816 -1.12
C 1.520 1.157 -2.154 -0.48
C 2.789 1.540 -2.585 -0.14
C 2.959 2.272 -3.751 -0.24
C 1.851 2.627 -4.509 -0.23
C 0.584 2.249 -4.089 -0.20
C 0.402 1.520 -2.915 -0.46
Si -1.324 0.978 -2.287 1.36
C -1.998 -0.271 -3.559 -1.12
C -2.450 2.511 -2.293 -1.12
H 3.140 -1.413 -1.083 0.22
H 1.593 -2.099 -1.615 0.24
H 2.030 -2.141 0.091 0.24
H 3.288 1.103 0.554 0.22
H 2.152 0.460 1.751 0.23
H 1.833 2.018 0.992 0.24
H 3.659 1.263 -1.997 0.19
H 3.952 2.568 -4.070 0.20
H 1.977 3.197 -5.422 0.20
H -0.279 2.530 -4.687 0.20
H -2.062 0.164 -4.559 0.22
H -2.993 -0.602 -3.257 0.24
H -1.353 -1.150 -3.604 0.24
H -2.558 2.932 -3.294 0.22
H -2.051 3.283 -1.634 0.24
H -3.438 2.231 -1.924 0.25
```

Summary:
* charge: -1
* 2S+1: 5
* HOMO energy (alpha / beta): -2.819 / -5.972 eV
* E_LUMO (alpha / beta): 2.745 / 1.232 eV
* ⟨S²⟩: 6.017
* gap between HOMO and LUMO (alpha / beta): 5.5640 / 7.2031 eV

---

9.
This record from OMol25 describes a gas-phase ion, C6H16N2 (charge -1). The level of theory is the ωB97M-V functional and the def2-TZVPD basis.

XYZ file:
```
24
Properties=species:S:1:pos:R:3:nbo_charge:R:1
C -0.395 0.029 -1.127 -0.22
N -1.201 0.359 0.058 -0.66
C -1.944 -0.736 0.684 -0.28
C -2.778 -0.150 1.832 -0.66
C 1.103 -0.191 -0.937 -0.17
N 1.716 0.893 -0.191 -0.67
C 1.798 0.737 1.241 -0.89
C 1.745 -0.297 -2.321 -0.70
H -0.524 0.884 -1.769 0.18
H -0.909 -0.816 -1.592 0.18
H -0.735 0.941 0.732 0.36
H -2.658 -1.071 -0.057 0.17
H -1.246 -1.480 1.088 0.16
H -2.192 0.258 2.653 0.20
H -3.515 -0.868 2.179 0.19
H -3.332 0.688 1.407 0.20
H 1.290 -1.135 -0.422 0.17
H 2.630 1.102 -0.557 0.36
H 2.842 0.572 1.552 0.15
H 1.280 -0.125 1.671 0.17
H 1.422 1.582 1.839 0.16
H 2.820 -0.483 -2.279 0.20
H 1.362 -1.230 -2.758 0.20
H 1.421 0.537 -2.924 0.20
```

Summary:
* charge: -1
* 2S+1: 2
* HOMO energy (alpha / beta): 1.443 / -4.849 eV
* E_LUMO (alpha / beta): 3.879 / 3.836 eV
* ⟨S²⟩: 0.750
* gap between HOMO and LUMO (alpha / beta): 2.4366 / 8.6852 eV
* ΔE to the lowest compared entry with this formula, charge and spin: 73.3 kJ/mol